Record 1
The following is a quantum chemistry calculation of one molecule with the formula C6H11NS in a non-equilibrium geometry, from the OMol25 dataset.

Bonds (Å) are listed after each position.
Geometry (Å):
1 C -1.443 -1.535 0.060  C2 1.570, H9 1.090, H10 1.118, H11 1.128
2 C -0.737 -0.428 0.920  C1 1.570, C3 1.603, C8 1.523, H12 1.121
3 C 0.850 -0.658 0.922  C2 1.603, N4 1.512, H13 1.081, H14 1.085
4 N 1.506 -0.147 -0.340  C3 1.512, C5 1.489, H15 1.043
5 C 1.223 1.178 -0.957  N4 1.489, C6 1.508, H16 1.104, H17 1.113
6 C -0.280 1.137 -1.069  C5 1.508, S7 1.794, C8 1.512, H18 1.109
7 S -1.779 2.072 -0.755  C6 1.794, C8 1.855
8 C -0.764 0.987 0.356  C2 1.523, C6 1.512, S7 1.855, H19 1.096
9 H -1.337 -2.501 0.553  C1 1.090
10 H -0.949 -1.600 -0.941  C1 1.118
11 H -2.479 -1.227 -0.264  C1 1.128
12 H -1.114 -0.406 1.976  C2 1.121
13 H 1.101 -1.707 0.991  C3 1.081
14 H 1.238 -0.146 1.797  C3 1.085
15 H 2.532 -0.251 -0.185  N4 1.043
16 H 1.623 1.226 -1.985  C5 1.104
17 H 1.642 2.036 -0.386  C5 1.113
18 H -0.604 0.295 -1.714  C6 1.109
19 H -0.229 1.673 1.022  C8 1.096

The HOMO energy comes out at -0.320 hartree. The value obtained for the gap between HOMO and LUMO is 9.680 eV. The total energy is -18723.5964 eV. The multiplicity is 1. The energy relative to the best compared isomer or geometry (same formula, charge and spin) comes out at 183.1 kJ/mol. Its LUMO energy is 1.0 eV.

Record 2
The following is a quantum chemistry calculation of a 8-piece molecular cluster, C12H43BO13 overall in a non-equilibrium geometry, from the OMol25 dataset.

Bonds (Å) are listed after each position.
Geometry (Å):
1 O -0.009 0.030 0.116  H2 0.960, H3 0.960, H4 0.960
2 H -0.572 0.226 0.868  O1 0.960
3 H -0.241 0.578 -0.638  O1 0.960
4 H -0.279 -0.855 -0.139  O1 0.960
5 B -2.340 0.407 1.820  H6 1.079, H7 1.079, H8 1.079, H9 1.079
6 H -2.346 -0.371 1.072  B5 1.079
7 H -3.342 0.549 2.195  B5 1.079
8 H -1.740 0.024 2.631  B5 1.079
9 H -1.865 1.287 1.414  B5 1.079
10 C -1.281 -3.293 2.961  C11 1.519, O13 1.459, H14 1.090, H15 1.090
11 C 0.164 -2.926 3.257  C10 1.519, O12 1.434, H16 1.090, H17 1.090
12 O 0.588 -1.916 2.332  C11 1.434, H18 0.960
13 O -2.048 -2.199 3.548  C10 1.459, H19 0.960
14 H -1.480 -4.250 3.442  C10 1.090
15 H -1.569 -3.479 1.926  C10 1.090
16 H 0.714 -3.865 3.190  C11 1.090
17 H 0.299 -2.762 4.326  C11 1.090
18 H 1.441 -1.565 2.597  O12 0.960
19 H -1.685 -1.423 3.115  O13 0.960
20 C -2.668 1.194 -2.104  C21 1.541, O23 1.433, H24 1.090, H25 1.090
21 C -4.113 0.678 -2.253  C20 1.541, O22 1.365, H26 1.090, H27 1.090
22 O -4.237 0.135 -3.500  C21 1.365, H28 0.960
23 O -1.748 0.114 -2.309  C20 1.433, H29 0.960
24 H -2.384 1.615 -1.140  C20 1.090
25 H -2.597 1.959 -2.877  C20 1.090
26 H -4.784 1.536 -2.307  C21 1.090
27 H -4.348 -0.028 -1.456  C21 1.090
28 H -4.528 -0.749 -3.265  O22 0.960
29 H -2.263 -0.534 -2.796  O23 0.960
30 C 3.089 -0.217 -0.869  C31 1.563, O33 1.411, H34 1.090, H35 1.090
31 C 3.789 1.153 -0.592  C30 1.563, O32 1.417, H36 1.090, H37 1.090
32 O 2.825 2.076 -0.115  C31 1.417, H38 0.960
33 O 2.160 -0.224 -1.932  C30 1.411, H39 0.960
34 H 2.775 -0.602 0.101  C30 1.090
35 H 3.901 -0.863 -1.205  C30 1.090
36 H 4.320 1.481 -1.486  C31 1.090
37 H 4.527 1.049 0.204  C31 1.090
38 H 2.120 2.002 -0.763  O32 0.960
39 H 1.874 -1.109 -2.171  O33 0.960
40 C 0.546 1.702 4.472  C41 1.539, O43 1.404, H44 1.090, H45 1.090
41 C 1.300 2.381 3.315  C40 1.539, O42 1.404, H46 1.090, H47 1.090
42 O 1.495 1.505 2.236  C41 1.404, H48 0.960
43 O -0.834 1.640 4.222  C40 1.404, H49 0.960
44 H 0.752 2.278 5.374  C40 1.090
45 H 0.807 0.675 4.729  C40 1.090
46 H 2.244 2.821 3.636  C41 1.090
47 H 0.646 3.165 2.932  C41 1.090
48 H 2.133 1.954 1.677  O42 0.960
49 H -1.061 1.059 3.492  O43 0.960
50 C 0.584 3.451 -2.210  C51 1.577, O53 1.445, H54 1.090, H55 1.090
51 C 1.118 2.602 -3.428  C50 1.577, O52 1.453, H56 1.090, H57 1.090
52 O 2.434 2.010 -3.258  C51 1.453, H58 0.960
53 O 0.166 2.662 -1.074  C50 1.445, H59 0.960
54 H -0.189 4.146 -2.538  C50 1.090
55 H 1.370 4.122 -1.865  C50 1.090
56 H 1.174 3.376 -4.193  C51 1.090
57 H 0.315 1.872 -3.538  C51 1.090
58 H 2.220 1.158 -2.871  O52 0.960
59 H 0.081 3.316 -0.377  O53 0.960
60 C 0.288 -3.421 -0.890  C61 1.517, O63 1.396, H64 1.090, H65 1.090
61 C 0.485 -3.531 -2.390  C60 1.517, O62 1.392, H66 1.090, H67 1.090
62 O 0.972 -2.406 -3.050  C61 1.392, H68 0.960
63 O -0.671 -2.471 -0.535  C60 1.396, H69 0.960
64 H 1.199 -3.034 -0.433  C60 1.090
65 H 0.222 -4.443 -0.517  C60 1.090
66 H -0.474 -3.656 -2.893  C61 1.090
67 H 1.106 -4.396 -2.626  C61 1.090
68 H 1.001 -2.544 -3.999  O62 0.960
69 H -1.549 -2.854 -0.596  O63 0.960

The HOMO energy comes out at -0.329 hartree. The value obtained for the gap between HOMO and LUMO is 8.784 eV. The total energy is -40427.6489 eV. The multiplicity is 1. The energy relative to the best compared isomer or geometry (same formula, charge and spin) comes out at 155.7 kJ/mol. Its LUMO energy is -0.2 eV.

Record 3
The following is a quantum chemistry calculation of an isolated ion of composition C5H5N2S and charge +1 in a non-equilibrium geometry, from the OMol25 dataset.

Bonds (Å) are listed after each position.
Geometry (Å):
1 C -2.016 0.157 -0.508  C2 1.285, N6 1.183
2 C -0.934 0.101 0.181  C1 1.285, C3 1.469, C4 1.477
3 C 0.184 -0.804 0.482  C2 1.469, C4 1.530, N7 1.609, H9 1.174
4 C -0.007 0.502 1.258  C2 1.477, C3 1.530, S8 1.799, H10 1.055
5 C 1.953 0.677 -0.348  N7 1.301, S8 1.639, H11 1.128
6 N -2.827 0.172 -1.370  C1 1.183, H12 0.963
7 N 1.440 -0.511 -0.479  C3 1.609, C5 1.301, H13 1.059
8 S 1.227 1.692 0.714  C4 1.799, C5 1.639
9 H 0.181 -1.938 0.786  C3 1.174
10 H -0.101 0.618 2.303  C4 1.055
11 H 2.845 1.042 -0.935  C5 1.128
12 H -3.684 -0.248 -1.244  N6 0.963
13 H 1.741 -1.460 -0.841  N7 1.059

The HOMO energy comes out at -0.490 hartree. The total charge is +1. The value obtained for the gap between HOMO and LUMO is 8.993 eV. The total energy is -19070.9903 eV. The multiplicity is 1. The energy relative to the best compared isomer or geometry (same formula, charge and spin) comes out at 167.2 kJ/mol. Its LUMO energy is -4.3 eV.

Record 4
The following is a quantum chemistry calculation of a 2-piece molecular cluster, C8H13N2O5 overall in a non-equilibrium geometry, from the OMol25 dataset.

Bonds (Å) are listed after each position.
Geometry (Å):
1 C -2.866 -0.143 -1.329  C7 1.531, N10 1.440, O11 1.176
2 C 1.642 -0.475 -0.524  C3 1.497, C4 1.510, O12 1.437, H16 1.102
3 C 0.302 -0.226 -1.142  C2 1.497, C6 1.626, O13 1.402, H17 1.021
4 C 2.015 0.379 0.664  C2 1.510, C8 1.567, O15 1.468, H18 1.158
5 C -0.288 1.276 1.204  C6 1.605, N9 1.478, O15 1.391
6 C -0.699 0.238 0.051  C3 1.626, C5 1.605, N9 1.463, N10 1.433
7 C -4.355 0.079 -1.052  C1 1.531, H20 1.080, H21 1.042, H22 1.139
8 C 3.143 -0.328 1.490  C4 1.567, O14 1.371, H23 1.066, H24 1.103
9 N -0.320 -0.189 1.398  C5 1.478, C6 1.463, O15 1.462
10 N -2.115 0.262 -0.168  C1 1.440, C6 1.433, H25 1.042
11 O -2.353 -0.499 -2.325  C1 1.176
12 O 1.750 -1.875 -0.216  C2 1.437, H26 0.977
13 O 0.349 0.666 -2.222  C3 1.402, H27 0.987
14 O 3.662 0.586 2.370  C8 1.371, H28 1.023
15 O 0.884 0.622 1.567  C4 1.468, C5 1.391, N9 1.462
16 H 2.357 -0.364 -1.356  C2 1.102
17 H -0.210 -1.049 -1.466  C3 1.021
18 H 2.617 1.352 0.481  C4 1.158
19 H -1.500 2.748 3.007  no bonds
20 H -4.604 0.637 -0.161  C7 1.080
21 H -4.596 0.425 -2.005  C7 1.042
22 H -4.763 -0.975 -0.916  C7 1.139
23 H 3.784 -0.573 0.674  C8 1.066
24 H 2.885 -1.226 2.077  C8 1.103
25 H -2.727 0.419 0.660  N10 1.042
26 H 2.086 -2.376 -0.984  O12 0.977
27 H -0.515 0.461 -2.653  O13 0.987
28 H 4.434 0.147 2.877  O14 1.023

The HOMO energy (alpha / beta) comes out at -0.521 / -0.517 hartree. The total charge is +1. The value obtained for the gap between HOMO and LUMO (alpha / beta) is 7.525 / 10.589 eV. The total energy is -21706.1132 eV. The multiplicity is 1. The energy relative to the best compared isomer or geometry (same formula, charge and spin) comes out at 713.0 kJ/mol. Its LUMO energy (alpha / beta) is -6.7 / -3.5 eV.